(1)
# C35H47Br2F4O2PSe2SiTeW

A structure of composition C35H47Br2F4O2PSe2SiTeW (the ωB97M-V functional and the def2-TZVPD basis, the Open Molecules 2025 dataset).

Results
* HOMO energy (alpha / beta): -6.20 / -6.20 eV
* calculated total energy: -12828.553304 a.u.
* F_max: 0.070 Eh/bohr
* expectation value of S²: 2.0702
* energy above the lowest of the compared OMol25 structures with the same formula, charge and spin: 20.5 kcal/mol
* 2S+1: 3
* LUMO (alpha / beta): -0.0347 / -0.0380 hartree

Geometry (Å):
W1 2.5797 0.2890 -1.3334
F1 7.7678 -3.7694 -2.7931
C1 6.6102 -3.4210 -2.2469
C2 5.8035 -4.3478 -1.5700
F2 6.2101 -5.6284 -1.4454
C3 4.6584 -3.8780 -0.9228
F3 3.9766 -4.7800 -0.1143
C4 4.2798 -2.5327 -1.0188
P1 2.7424 -1.8660 -0.3800
C5 3.0764 -1.7874 1.4008
C6 2.0901 -2.0043 2.3975
C7 2.4219 -1.7523 3.7187
C8 3.6840 -1.2381 4.1204
C9 4.6266 -0.9843 3.1449
C10 4.3468 -1.3139 1.8164
C11 1.4456 -3.1270 -0.7480
C12 1.1523 -4.1575 0.1423
C13 0.0877 -5.0322 -0.0720
C14 -0.7356 -4.8897 -1.1886
C15 -0.4417 -3.8856 -2.1146
C16 0.6067 -2.9790 -1.8884
C17 5.1276 -1.6268 -1.6314
Br1 5.1328 0.4075 -1.3452
C18 6.2937 -2.0565 -2.2262
F4 7.2068 -1.1836 -2.6570
H1 1.0369 -2.2580 2.1659
H2 1.6719 -1.9214 4.4639
H3 3.9229 -0.9607 5.1268
H4 5.6038 -0.5939 3.4515
H5 5.1375 -1.2010 1.0948
H6 1.7175 -4.3503 1.0279
H7 -0.0852 -5.8223 0.6613
H8 -1.6938 -5.4300 -1.2669
H9 -1.0433 -3.7615 -3.0156
H10 0.7790 -2.1884 -2.6426
O1 0.0230 3.4116 -6.0608
C19 0.7113 4.2597 -5.1454
C20 1.3484 3.3322 -4.0459
C21 2.3946 4.1777 -3.2596
O2 3.4794 4.5361 -4.1230
C22 0.1978 2.8402 -3.1426
Se1 0.4533 1.1265 -2.0528
C23 2.0281 2.1824 -4.7457
Se2 2.7811 0.5058 -3.8109
H11 -0.3618 3.9694 -6.7491
H12 0.0462 5.0247 -4.6338
H13 1.4604 4.8464 -5.6619
H14 2.7459 3.5809 -2.3870
H15 1.8687 5.0564 -2.8936
H16 4.2408 4.8888 -3.5911
H17 -0.6764 2.5623 -3.7396
H18 -0.1066 3.5841 -2.4348
H19 2.9965 2.5142 -5.1881
H20 1.4120 1.6371 -5.4700
C24 -4.0734 -0.2135 -0.8884
C25 -4.1821 0.9524 0.1746
C26 -3.8285 2.3069 -0.4975
C27 -5.6497 1.0620 0.6937
Si1 -2.9814 0.5846 1.6998
Br2 -1.1068 -0.2752 0.6871
C28 -3.5130 -0.8941 2.8076
C29 -2.3431 -1.4236 3.7168
C30 -4.6648 -0.4291 3.7325
C31 -3.9845 -2.0953 1.9695
C32 -2.2190 2.1075 2.5086
C33 -3.4137 2.9493 2.9963
C34 -1.3135 3.0085 1.5814
C35 -1.3524 1.6565 3.7082
H21 -4.8179 -0.0566 -1.6907
H22 -4.3233 -1.2063 -0.4842
H23 -3.1238 -0.2322 -1.3937
H24 -4.5303 2.5317 -1.3050
H25 -2.8388 2.2964 -0.9013
H26 -3.9256 3.1573 0.1853
H27 -6.3120 1.0404 -0.1822
H28 -5.8761 2.0004 1.2460
H29 -5.9124 0.1941 1.2689
H30 -2.1346 -0.8337 4.5883
H31 -1.4413 -1.5243 3.0980
H32 -2.5978 -2.4288 4.0152
H33 -4.3865 0.4019 4.3678
H34 -4.8871 -1.2775 4.3955
H35 -5.6164 -0.1632 3.2765
H36 -3.2704 -2.5686 1.3231
H37 -4.8604 -1.8818 1.3756
H38 -4.3277 -2.8448 2.6886
H39 -4.1754 3.2758 2.2684
H40 -2.9615 3.8890 3.3699
H41 -3.9605 2.4766 3.8066
H42 -1.8483 3.4435 0.7177
H43 -0.4400 2.4872 1.2436
H44 -0.9760 3.8978 2.1305
H45 -1.9710 1.2172 4.5135
H46 -0.8774 2.5209 4.1675
H47 -0.5429 0.9721 3.4368
Te1 2.7213 1.9152 0.6072

Atomic partial charges in e from the Mulliken method, atoms 1 to 4: -0.4642 -0.2762 0.3502 0.1855

=====

(2)
# C35H47F5N7O5P2S3ScSeTe

A structure of composition C35H47F5N7O5P2S3ScSeTe (the ωB97M-V functional and the def2-TZVPD basis, the Open Molecules 2025 dataset).

Results
* HOMO energy (alpha / beta): -1.50 / -4.42 eV
* calculated total energy: -7928.597778 a.u.
* F_max: 0.043 Eh/bohr
* net charge: -1
* expectation value of S²: 0.7535
* energy above the lowest of the compared OMol25 structures with the same formula, charge and spin: 0.2 kcal/mol
* 2S+1: 2
* LUMO (alpha / beta): 0.0720 / 0.0717 hartree

Geometry (Å):
Sc1 -0.1280 0.4880 -0.1896
C1 -0.8200 3.7322 -0.1294
N1 -1.1965 2.7508 -1.1313
C2 -2.6149 2.5284 -1.3172
C3 -2.8077 1.1328 -1.8044
N2 -2.1644 0.1008 -1.3118
C4 -2.7547 -1.0134 -1.8920
C5 -2.5233 -2.3731 -1.6990
C6 -3.3122 -3.2675 -2.4022
C7 -4.3124 -2.8434 -3.2813
C8 -4.5542 -1.4957 -3.4912
C9 -3.7581 -0.6023 -2.7876
N3 -3.7728 0.7722 -2.6975
C10 -1.1611 3.1625 1.1985
N4 -1.0011 1.8972 1.5029
C11 -1.4809 1.7635 2.8002
C12 -1.5003 0.6677 3.6574
C13 -2.0290 0.8471 4.9230
C14 -2.5256 2.0820 5.3507
C15 -2.4812 3.1934 4.5267
C16 -1.9481 3.0078 3.2590
N5 -1.7393 3.8740 2.2067
H1 -1.3040 4.7130 -0.2622
H2 0.2623 3.8705 -0.1943
H3 -0.7713 2.9564 -2.0251
H4 -3.0944 3.2421 -2.0018
H5 -3.1086 2.6111 -0.3435
H6 -1.7585 -2.7114 -1.0122
H7 -3.1478 -4.3302 -2.2684
H8 -4.9183 -3.5770 -3.7982
H9 -5.3361 -1.1507 -4.1561
H10 -4.2862 1.3985 -3.2897
H11 -1.0870 -0.2829 3.3504
H12 -2.0440 0.0072 5.6065
H13 -2.9327 2.1785 6.3494
H14 -2.8231 4.1649 4.8616
H15 -1.8902 4.8659 2.2047
C17 5.9702 -0.1783 3.6398
C18 4.6156 -0.2963 2.9703
O1 4.1976 1.0169 2.6013
P1 2.7160 1.2849 1.9654
S1 2.7708 3.1912 1.4930
S2 2.3267 -0.2972 0.8051
O2 1.7369 1.0614 3.2578
C19 1.8256 1.9259 4.3920
C20 2.6957 1.3200 5.4811
H16 6.3362 -1.1697 3.9118
H17 5.9019 0.4324 4.5411
H18 6.6784 0.2899 2.9556
H19 3.8790 -0.7481 3.6423
H20 4.6715 -0.9221 2.0784
H21 0.8079 2.0547 4.7641
H22 2.2169 2.8981 4.0833
H23 2.3267 0.3262 5.7413
H24 2.6697 1.9548 6.3693
H25 3.7271 1.2337 5.1400
F1 -5.8278 -3.7576 3.4956
C21 -4.6868 -3.3192 2.9494
C22 -4.6091 -2.0500 2.4072
F2 -5.6995 -1.2709 2.4141
C23 -3.4219 -1.5981 1.8644
F3 -3.3997 -0.3678 1.3419
C24 -2.2649 -2.3769 1.8350
Se1 -0.5743 -1.7849 1.2431
C25 -2.3997 -3.6729 2.3507
F4 -1.3566 -4.5131 2.2998
C26 -3.5721 -4.1399 2.9064
F5 -3.6473 -5.3837 3.4001
C27 4.8164 0.4817 -2.0039
C28 4.0515 1.7833 -2.1053
O3 2.9530 1.6353 -3.0256
P2 1.4816 2.0677 -2.5450
O4 1.2208 1.5673 -1.1438
Te1 -0.0036 1.7470 -4.3187
O5 1.6369 3.6747 -2.2779
C29 2.0473 4.5405 -3.3314
C30 1.0420 5.6650 -3.4959
H26 5.6760 0.6238 -1.3464
H27 5.1646 0.1629 -2.9889
H28 4.1772 -0.2941 -1.5841
H29 4.6930 2.5812 -2.4923
H30 3.6914 2.0838 -1.1203
H31 2.1339 3.9799 -4.2669
H32 3.0312 4.9431 -3.0729
H33 0.0965 5.2679 -3.8678
H34 1.4253 6.3968 -4.2095
H35 0.8731 6.1560 -2.5361
C31 0.3409 -5.1212 -1.5221
N6 1.0019 -3.8345 -1.6441
C32 2.0263 -3.5964 -0.6484
C33 0.5852 -2.8876 -2.5196
S3 0.7341 -1.2350 -2.2817
N7 0.0181 -3.3708 -3.6756
C34 -0.7335 -2.4569 -4.5199
C35 0.7223 -4.4038 -4.4216
H36 0.0028 -5.2462 -0.4891
H37 1.0226 -5.9456 -1.7585
H38 -0.5205 -5.1631 -2.1828
H39 2.8326 -4.3274 -0.7863
H40 1.6265 -3.7009 0.3593
H41 2.4269 -2.5938 -0.7545
H42 -1.4633 -1.9204 -3.9179
H43 -1.2543 -3.0466 -5.2772
H44 -0.0892 -1.7200 -5.0101
H45 1.4729 -4.8822 -3.7993
H46 1.2323 -3.9567 -5.2824
H47 0.0220 -5.1590 -4.7879

Atomic partial charges in e from the Mulliken method, atoms 1 to 4: -0.0203 -0.3343 0.0317 -0.5460

=====

(3)
# C35H47N2OP2Si2V

A structure of composition C35H47N2OP2Si2V (the ωB97M-V functional and the def2-TZVPD basis, the Open Molecules 2025 dataset).

Results
* HOMO energy: -14.59 eV
* calculated total energy: -3751.986235 a.u.
* F_max: 0.070 Eh/bohr
* net charge: +2
* energy above the lowest of the compared OMol25 structures with the same formula, charge and spin: 17.2 kcal/mol
* LUMO: -0.2511 hartree

Geometry (Å):
V1 -0.0622 0.4310 -0.8582
C1 3.5957 -2.6374 -0.6288
Si1 2.6396 -1.4193 -1.6193
C2 3.7325 -0.1552 -2.4079
C3 1.5269 -2.2000 -2.8736
N1 1.4268 -0.5542 -0.5591
P1 1.5436 0.1622 0.9656
C4 -0.0418 0.9223 1.0932
P2 -1.4919 -0.0863 1.0635
N2 -1.6109 -0.4009 -0.6028
Si2 -3.1237 -0.8958 -1.5445
C5 -2.4103 -1.8217 -2.9716
C6 -4.2394 -1.9120 -0.4873
C7 -3.9993 0.6468 -2.0640
C8 -2.8712 0.9603 1.5269
C9 -2.8730 2.2892 1.0961
C10 -3.9479 3.1057 1.3946
C11 -5.0199 2.6048 2.1281
C12 -5.0211 1.2862 2.5543
C13 -3.9487 0.4576 2.2523
C14 -1.5290 -1.6184 1.9586
C15 -1.6589 -1.6026 3.3480
C16 -1.6892 -2.8009 4.0420
C17 -1.5875 -4.0045 3.3549
C18 -1.4395 -4.0198 1.9722
C19 -1.4034 -2.8258 1.2703
C20 2.0805 -1.0139 2.1900
C21 1.7234 -2.3584 2.0959
C22 2.1540 -3.2513 3.0613
C23 2.9475 -2.8050 4.1122
C24 3.3075 -1.4673 4.2049
C25 2.8725 -0.5625 3.2490
C26 2.7394 1.4922 0.8899
C27 4.0945 1.1762 0.7552
C28 5.0260 2.1829 0.5779
C29 4.6114 3.5098 0.5421
C30 3.2693 3.8292 0.6926
C31 2.3276 2.8234 0.8648
H1 4.3629 -3.0596 -1.2862
H2 2.9788 -3.4593 -0.2624
H3 4.1053 -2.1852 0.2249
H4 4.0261 -0.4970 -3.4047
H5 4.6456 0.0232 -1.8378
H6 3.2135 0.7979 -2.5163
H7 2.1010 -2.7929 -3.5909
H8 1.0017 -1.4245 -3.4413
H9 0.7861 -2.8581 -2.4130
H10 -2.0381 -2.8073 -2.6806
H11 -1.5891 -1.2626 -3.4278
H12 -3.1750 -1.9725 -3.7393
H13 -3.7621 -2.7363 0.0411
H14 -4.9931 -2.3395 -1.1584
H15 -4.7674 -1.2861 0.2356
H16 -3.7022 0.9611 -3.0666
H17 -3.8280 1.4729 -1.3695
H18 -5.0756 0.4550 -2.0871
H19 -2.0315 2.6861 0.5426
H20 -3.9536 4.1352 1.0622
H21 -5.8542 3.2500 2.3708
H22 -5.8577 0.8978 3.1194
H23 -3.9610 -0.5741 2.5795
H24 -1.7328 -0.6634 3.8838
H25 -1.7993 -2.7975 5.1180
H26 -1.6265 -4.9389 3.9003
H27 -1.3552 -4.9611 1.4444
H28 -1.2811 -2.8304 0.1943
H29 1.1366 -2.7087 1.2596
H30 1.8811 -4.2966 2.9902
H31 3.2931 -3.5070 4.8604
H32 3.9324 -1.1274 5.0198
H33 3.1439 0.4816 3.3303
H34 4.4232 0.1434 0.8029
H35 6.0747 1.9377 0.4695
H36 5.3410 4.2978 0.4075
H37 2.9545 4.8645 0.6848
H38 1.2825 3.0702 0.9988
C32 -1.3371 2.5921 -3.7605
C33 0.0002 2.6075 -3.0559
C34 0.2043 3.8718 -2.2510
C35 1.1485 2.3450 -4.0036
O1 -0.0250 1.4805 -2.0728
H39 -1.3574 3.3998 -4.4908
H40 -2.1514 2.7457 -3.0520
H41 -1.4915 1.6482 -4.2868
H42 0.2140 4.7245 -2.9285
H43 1.1550 3.8400 -1.7147
H44 -0.6066 4.0109 -1.5342
H45 1.1354 3.1083 -4.7807
H46 1.0548 1.3671 -4.4797
H47 2.1059 2.4035 -3.4865

Atomic partial charges in e from the Mulliken method, atoms 1 to 4: -0.9552 -0.9990 0.0107 -0.6568

=====

(4)
# C35H48BrNO2PPd

A structure of composition C35H48BrNO2PPd (the ωB97M-V functional and the def2-TZVPD basis, the Open Molecules 2025 dataset).

Results
* HOMO energy (alpha / beta): -17.96 / -17.96 eV
* calculated total energy: -4609.925892 a.u.
* F_max: 0.020 Eh/bohr
* net charge: +3
* energy above the lowest of the compared OMol25 structures with the same formula, charge and spin: 0.3 kcal/mol
* LUMO (alpha / beta): -0.4483 / -0.4483 hartree

Geometry (Å):
Pd1 -0.1667 0.2524 0.2255
Br1 0.5031 3.9319 1.0296
C1 0.0714 2.6979 2.3723
C2 0.0179 3.1899 3.6749
C3 -0.2815 2.3351 4.7153
C4 -0.5048 0.9917 4.4284
C5 -0.4231 0.5826 3.1216
N1 -0.1502 1.4111 2.0839
C6 -0.5910 -0.8578 2.7840
O1 -0.8890 -1.7306 3.5326
O2 -0.3160 -1.1713 1.4867
H1 0.2185 4.2377 3.8488
H2 -0.3289 2.7059 5.7309
H3 -0.7294 0.2578 5.1916
C7 4.1365 -1.3654 2.0348
C8 3.3780 -2.5541 1.4561
C9 4.3496 -3.5461 0.7647
C10 2.3242 -2.1957 0.4663
C11 1.3047 -3.1323 0.1749
C12 0.3189 -2.9034 -0.7406
C13 -0.5356 -4.0753 -1.1776
C14 -0.9272 -5.0052 -0.0166
C15 0.2599 -4.9094 -2.2036
C16 0.2373 -1.5751 -1.3594
C17 1.4128 -0.7129 -1.2449
C18 2.3671 -1.0141 -0.2820
C19 1.7180 0.5447 -2.0703
C20 1.0872 0.7617 -3.4400
C21 1.4312 1.7144 -1.1359
C22 -0.7665 -1.3944 -2.4575
C23 -0.4996 -1.9994 -3.6822
C24 -1.3861 -1.8787 -4.7394
C25 -2.5626 -1.1539 -4.5877
C26 -2.8412 -0.5413 -3.3814
C27 -1.9518 -0.6724 -2.3041
P1 -2.3859 0.0825 -0.7338
C28 -3.5618 -0.9673 0.2507
C29 -4.8314 -1.0707 -0.6378
C30 -3.0621 -2.3974 0.4219
C31 -3.8952 -0.3050 1.5890
C32 -2.9566 1.8569 -0.9721
C33 -4.4308 1.9186 -1.4391
C34 -2.8974 2.6327 0.3531
C35 -2.0788 2.5376 -2.0310
H4 4.7528 -1.7015 2.8668
H5 3.4634 -0.5928 2.4152
H6 4.8085 -0.9162 1.3016
H7 2.8777 -3.1055 2.2598
H8 4.8569 -3.0658 -0.0726
H9 3.8404 -4.4392 0.4045
H10 5.1001 -3.8532 1.4915
H11 1.3507 -4.0921 0.6757
H12 -1.4304 -3.7039 -1.6768
H13 -0.1274 -5.7149 0.1970
H14 -1.7989 -5.5945 -0.2986
H15 -1.1564 -4.4752 0.9062
H16 1.2008 -5.2483 -1.7679
H17 0.4841 -4.3729 -3.1228
H18 -0.3219 -5.7921 -2.4678
H19 3.2171 -0.3525 -0.1679
H20 2.7995 0.5160 -2.2216
H21 0.0068 0.8938 -3.4047
H22 1.3170 -0.0509 -4.1245
H23 1.5184 1.6699 -3.8625
H24 0.3355 1.7568 -0.8051
H25 1.4902 2.6894 -1.6225
H26 2.0459 1.7261 -0.2377
H27 0.4286 -2.5369 -3.8234
H28 -1.1531 -2.3401 -5.6902
H29 -3.2615 -1.0658 -5.4085
H30 -3.7628 0.0123 -3.2793
H31 -4.6257 -1.5381 -1.5999
H32 -5.3606 -0.1360 -0.7858
H33 -5.5004 -1.7415 -0.0931
H34 -3.0483 -2.9123 -0.5351
H35 -3.7849 -2.9152 1.0551
H36 -2.0939 -2.4755 0.8947
H37 -4.4658 0.6134 1.4697
H38 -3.0107 -0.0945 2.1930
H39 -4.5144 -1.0011 2.1561
H40 -5.1221 1.5409 -0.6912
H41 -4.6282 1.4468 -2.3980
H42 -4.6463 2.9828 -1.5583
H43 -3.7285 2.3889 1.0100
H44 -2.9669 3.6939 0.1118
H45 -1.9736 2.4809 0.8962
H46 -2.0730 2.0144 -2.9854
H47 -1.0529 2.6877 -1.6995
H48 -2.4972 3.5299 -2.2041

Atomic partial charges in e from the Mulliken method, atoms 1 to 4: -1.0422 0.0731 0.1948 -0.8118

=====

(5)
# C35H48ClNO4S2Si

An isolated molecule of C35H48ClNO4S2Si (the ωB97M-V functional and the def2-TZVPD basis, the Open Molecules 2025 dataset).

Results
* HOMO energy: -7.63 eV
* calculated total energy: -3264.236448 a.u.
* F_max: 0.045 Eh/bohr
* LUMO: 0.0087 hartree

Geometry (Å):
C1 -5.7938 1.8584 7.2779
C2 -4.4370 1.7451 8.0167
C3 -3.4565 0.7397 7.3233
C4 -2.0213 1.2180 7.4990
O1 -1.0476 0.4685 6.7499
C5 -1.1529 -0.8968 6.9412
C6 -1.1096 -1.3979 8.2187
C7 -1.2175 -2.7494 8.4823
C8 -1.3902 -3.5930 7.4068
C9 -1.4314 -3.0860 6.1302
C10 -1.2952 -1.7441 5.8525
N1 -1.2999 -1.1225 4.5807
C11 -1.0921 -1.9333 3.4426
C12 -1.2351 -3.3067 3.3761
C13 -1.0549 -4.0317 2.2259
C14 -0.7175 -3.3826 1.0579
C15 -0.5798 -4.2267 -0.2110
C16 -2.0288 -4.6608 -0.6335
C17 -2.4136 -4.2017 -2.0836
S1 -2.5910 -5.6011 -3.1974
O2 -3.4968 -5.2341 -4.2379
O3 -1.2984 -5.9856 -3.6541
O4 -3.2727 -6.8280 -2.4024
C18 -0.5346 -2.0109 1.1056
Cl1 -0.1102 -1.2295 -0.4182
C19 -0.7083 -1.2735 2.2649
C20 -0.4771 0.2342 2.2055
C21 1.0230 0.6015 1.8776
C22 1.1761 1.5547 0.6684
C23 2.4648 1.2784 -0.1641
C24 2.2166 1.2424 -1.6937
C25 3.2714 2.0003 -2.5249
C26 3.4899 1.3983 -3.9302
C27 2.3742 1.7742 -4.9465
Si1 2.9395 1.9403 -6.7450
C28 4.7180 1.3918 -7.0658
C29 1.8518 0.9451 -7.9420
C30 2.8178 3.7386 -7.3587
C31 1.5830 4.3689 -7.4964
C32 1.4915 5.6592 -7.9716
C33 2.6414 6.3325 -8.3185
C34 3.8774 5.7414 -8.1912
C35 3.9538 4.4454 -7.7073
S2 -1.6865 -4.2627 4.8198
H1 -5.7409 1.5809 6.2210
H2 -6.5424 1.2006 7.7375
H3 -6.1723 2.8773 7.4220
H4 -3.9704 2.7150 8.2220
H5 -4.6657 1.3021 8.9966
H6 -3.7744 0.6737 6.2757
H7 -3.6605 -0.2347 7.7809
H8 -1.9737 2.2351 7.0895
H9 -1.7650 1.3012 8.5632
H10 -0.9666 -0.7409 9.0734
H11 -1.1903 -3.1195 9.5022
H12 -1.5022 -4.6674 7.5404
H13 -0.6674 -0.3350 4.6096
H14 -1.2044 -5.1087 2.2540
H15 -0.0281 -5.1217 0.0942
H16 -0.0800 -3.6777 -1.0057
H17 -2.7462 -4.1743 0.0371
H18 -2.1620 -5.7363 -0.4740
H19 -1.6494 -3.5005 -2.4190
H20 -3.3928 -3.7150 -2.0391
H21 -3.7391 -6.5024 -1.6173
H22 -1.1036 0.6616 1.4142
H23 -0.7108 0.7323 3.1501
H24 1.5079 -0.3516 1.6306
H25 1.5326 1.0147 2.7555
H26 1.2746 2.5797 1.0448
H27 0.3352 1.4350 -0.0175
H28 3.2013 2.0758 0.0063
H29 2.9538 0.3385 0.1215
H30 2.1806 0.2146 -2.0854
H31 1.2384 1.6862 -1.9308
H32 4.2576 2.0694 -2.0459
H33 2.9446 3.0380 -2.6961
H34 4.4682 1.6796 -4.3419
H35 3.5118 0.3002 -3.8587
H36 1.5881 1.0028 -4.9316
H37 1.8843 2.7178 -4.6635
H38 4.8115 0.3318 -6.7948
H39 4.9866 1.5208 -8.1205
H40 5.4197 1.9679 -6.4490
H41 2.0404 1.2599 -8.9775
H42 0.7876 1.1418 -7.7544
H43 2.0624 -0.1307 -7.8812
H44 0.6834 3.8201 -7.2142
H45 0.5028 6.1047 -8.0590
H46 2.5648 7.3449 -8.7125
H47 4.7856 6.2724 -8.4650
H48 4.9443 4.0021 -7.6176

Atomic partial charges in e from the Mulliken method, atoms 1 to 4: -1.0884 -0.5293 -0.0246 -0.9140

=====

- Number 4 is which compound?
  C35H48BrNO2PPd

=====

- The highest calculated total energy belongs to which entry?
  C35H48ClNO4S2Si